{
  "formula": "C40H36BrCoF4N5O2P",
  "method": "ωB97M-V with the def2-TZVPD basis set",
  "de_lowest_kj_mol": 71.1,
  "total_energy_ev": -181423.5659,
  "gap_ev": [6.7919, 6.4390],
  "e_lumo_ev": [-5.80, -6.92],
  "spin_multiplicity": 5,
  "mol_weight_g_mol": 864.6,
  "total_charge": 2,
  "fmax_ev_per_a": 0.9,
  "elements": ["Co", "C", "O", "C", "C", "C", "C", "C", "C", "N", "N", "C", "C", "C", "C", "O", "C", "N", "C", "C", "C", "C", "H", "H", "H", "H", "H", "H", "H", "H", "H", "H", "H", "H", "F", "C", "C", "F", "C", "F", "C", "P", "C", "C", "C", "C", "C", "C", "C", "C", "C", "C", "C", "C", "C", "Br", "C", "F", "H", "H", "H", "H", "H", "H", "H", "H", "H", "H", "C", "C", "N", "C", "C", "C", "C", "N", "H", "H", "H", "H", "H", "H", "H", "H", "H", "H", "H", "H", "H", "H"],
  "positions_angstrom": [[0.18236, 0.68842, 0.45195], [-5.17018, -6.89634, -4.79740], [-4.41879, -5.69463, -4.55336], [-4.92284, -4.78866, -3.72908], [-6.11357, -4.95976, -3.01797], [-6.56463, -3.94153, -2.20956], [-5.83841, -2.75820, -2.07498], [-4.63110, -2.59033, -2.78981], [-4.18101, -3.59351, -3.60046], [-6.44909, -1.78986, -1.27556], [-5.96787, -0.71240, -0.98671], [-4.75645, -0.12049, -0.88631], [-4.53652, 1.12366, -1.50902], [-3.29054, 1.69630, -1.53357], [-2.20150, 1.09907, -0.86187], [-1.00655, 1.51779, -0.95228], [-2.49540, -0.05110, -0.00250], [-1.49400, -0.46587, 0.81583], [-1.68886, -1.52782, 1.57802], [-2.89161, -2.23849, 1.58398], [-3.91956, -1.81451, 0.78170], [-3.73469, -0.68597, -0.03612], [-4.62889, -7.43140, -5.56683], [-6.17239, -6.65644, -5.15235], [-5.22563, -7.50282, -3.89380], [-6.68430, -5.87207, -3.10450], [-7.49028, -4.04313, -1.65591], [-4.07207, -1.66596, -2.72403], [-3.26889, -3.49951, -4.17737], [-5.36414, 1.59309, -2.02680], [-3.11302, 2.60890, -2.08704], [-0.87454, -1.82763, 2.22633], [-2.99812, -3.09998, 2.22844], [-4.86920, -2.33655, 0.78736], [4.25257, -5.79831, -0.53733], [3.79227, -4.56538, -0.48473], [4.65423, -3.51804, -0.21894], [5.93908, -3.75221, -0.02702], [4.16031, -2.23144, -0.15641], [5.02841, -1.25538, 0.09534], [2.81241, -1.95169, -0.35810], [2.25390, -0.22552, -0.20734], [2.90347, 0.19876, 1.45559], [2.21192, -0.43931, 2.48999], [2.52873, -0.18030, 3.81740], [3.53568, 0.72775, 4.11768], [4.22940, 1.35760, 3.09204], [3.91678, 1.09719, 1.76364], [3.13457, 0.64264, -1.52307], [3.48328, 1.98701, -1.40553], [4.08445, 2.64372, -2.46919], [4.31537, 1.97110, -3.66048], [3.93970, 0.64111, -3.79149], [3.34128, -0.02275, -2.73024], [1.96615, -3.02143, -0.65744], [0.14188, -2.76453, -1.06326], [2.45018, -4.31421, -0.70855], [1.64970, -5.33622, -0.97908], [1.46029, -1.19126, 2.25281], [1.99722, -0.68712, 4.61351], [3.79606, 0.92518, 5.15110], [5.03420, 2.04466, 3.32688], [4.49052, 1.56798, 0.97643], [3.29077, 2.52609, -0.48506], [4.37521, 3.68230, -2.36727], [4.77970, 2.48765, -4.49090], [4.11583, 0.11481, -4.72077], [3.04620, -1.05837, -2.84735], [1.96010, 5.15533, 4.37695], [0.57886, 5.15751, 3.73282], [0.54894, 4.46730, 2.43038], [0.87795, 5.25075, 1.23486], [2.36398, 5.20960, 0.84736], [0.39733, 3.14480, 2.34305], [-0.05159, 2.37996, 3.55603], [0.60167, 2.46630, 1.24035], [1.93252, 5.70756, 5.31708], [2.70075, 5.62772, 3.73052], [2.29260, 4.13587, 4.59029], [0.24446, 6.17834, 3.56224], [-0.14383, 4.69747, 4.40054], [0.57025, 6.27314, 1.43653], [0.25187, 4.89671, 0.41534], [2.92611, 6.00278, 1.33646], [2.48208, 5.33715, -0.23015], [2.81567, 4.25732, 1.13640], [-0.94821, 2.82402, 3.98469], [0.72465, 2.36411, 4.32153], [-0.26725, 1.35453, 3.26999], [0.88164, 3.04741, 0.45547]]
}



{
  "formula": "C47H41CrF2N3P2S",
  "method": "ωB97M-V with the def2-TZVPD basis set",
  "de_lowest_kj_mol": 104.3,
  "total_energy_ev": -117141.4782,
  "gap_ev": [6.5485, 7.0096],
  "e_lumo_ev": [-0.01, -0.03],
  "spin_multiplicity": 5,
  "mol_weight_g_mol": 831.9,
  "total_charge": 0,
  "fmax_ev_per_a": 2.6,
  "elements": ["Cr", "C", "S", "C", "C", "C", "N", "P", "C", "C", "C", "C", "C", "C", "C", "C", "C", "C", "C", "C", "P", "C", "C", "C", "C", "C", "C", "C", "C", "C", "C", "C", "C", "H", "H", "H", "H", "H", "H", "H", "H", "H", "H", "H", "H", "H", "H", "H", "H", "H", "H", "H", "H", "H", "H", "H", "H", "H", "H", "H", "H", "H", "F", "C", "C", "C", "C", "C", "F", "C", "C", "C", "C", "C", "C", "N", "H", "H", "H", "H", "H", "H", "C", "C", "C", "C", "C", "C", "C", "C", "N", "H", "H", "H", "H", "H", "H"],
  "positions_angstrom": [[0.48659, -0.87016, -1.23569], [-4.39697, 0.24095, 5.21847], [-4.31693, 1.68125, 4.09547], [-2.61638, 2.27622, 4.31696], [-1.58872, 1.98840, 3.22250], [-1.96682, 0.77071, 2.42080], [-1.07228, 0.54214, 1.23751], [-0.98647, 1.52938, -0.15468], [-2.55784, 2.08417, -0.82044], [-2.78161, 2.01068, -2.18537], [-4.06084, 2.25743, -2.69395], [-5.13036, 2.53213, -1.86416], [-4.90431, 2.64455, -0.51413], [-3.62033, 2.53481, 0.01026], [-0.20274, 3.17855, 0.13123], [-0.51322, 4.35172, -0.62731], [0.11285, 5.57850, -0.38250], [1.16550, 5.63153, 0.54969], [1.49295, 4.49557, 1.23166], [0.85977, 3.28963, 1.02094], [0.18586, -0.76472, 1.22355], [1.67045, -0.24568, 2.07525], [1.63109, -0.09890, 3.44994], [2.56594, 0.66898, 4.11480], [3.59732, 1.29166, 3.41184], [3.64946, 1.11931, 2.04400], [2.73582, 0.30262, 1.37090], [-0.13844, -2.32508, 2.03676], [-1.40917, -2.76819, 2.28406], [-1.59940, -4.02392, 2.92405], [-0.49318, -4.86593, 3.10438], [0.81126, -4.43999, 2.80650], [0.97375, -3.18169, 2.24828], [-3.93728, 0.50000, 6.17232], [-4.06035, -0.68006, 4.77319], [-5.45267, 0.08626, 5.40209], [-2.31129, 2.02133, 5.31561], [-2.80896, 3.37574, 4.32067], [-0.56890, 1.82928, 3.64640], [-1.52760, 2.87562, 2.60221], [-2.98918, 0.80388, 2.02302], [-1.86796, -0.16453, 2.99564], [-1.97226, 1.83583, -2.86689], [-4.26126, 2.11351, -3.76620], [-6.10660, 2.65322, -2.31329], [-5.69084, 2.91420, 0.15353], [-3.43492, 2.86356, 1.06293], [-1.29483, 4.29105, -1.38360], [-0.20529, 6.45279, -0.93248], [1.73730, 6.54189, 0.67516], [2.34682, 4.44703, 1.88688], [1.23073, 2.42527, 1.63383], [0.78304, -0.50999, 4.01116], [2.48939, 0.81427, 5.15782], [4.32179, 1.95711, 3.85756], [4.46446, 1.56952, 1.48182], [2.75377, 0.18939, 0.27199], [-2.23539, -2.13972, 1.96234], [-2.58383, -4.40972, 3.23004], [-0.66230, -5.86516, 3.52248], [1.70045, -5.03463, 3.04826], [1.96855, -2.83472, 1.97532], [4.07612, -4.37157, -3.39552], [2.78473, -4.04911, -3.18159], [2.45093, -3.13184, -2.17047], [1.19927, -2.57806, -2.16384], [0.17274, -3.13870, -2.96428], [0.52137, -4.23350, -3.79480], [-0.42199, -4.89323, -4.53520], [1.81562, -4.73367, -3.91894], [-1.16613, -2.58416, -2.91809], [-2.28371, -2.89833, -3.72459], [-3.51315, -2.26123, -3.54089], [-3.63756, -1.48073, -2.39336], [-2.52126, -1.22840, -1.59161], [-1.32401, -1.76673, -1.83264], [3.26285, -2.58248, -1.64778], [2.04578, -5.40452, -4.73669], [-2.12054, -3.68174, -4.45872], [-4.27747, -2.49209, -4.28282], [-4.57728, -0.98613, -2.12746], [-2.58426, -0.63096, -0.67549], [1.69468, 0.57103, -2.23040], [3.06098, 0.17616, -2.63686], [4.18641, 0.46000, -1.84465], [5.45757, 0.17662, -2.31612], [5.61654, -0.54373, -3.48267], [4.48659, -0.86026, -4.24457], [3.22276, -0.51471, -3.82239], [6.91123, -0.89799, -3.98811], [7.90906, -1.34223, -4.34061], [1.07231, 0.75250, -3.10326], [1.74266, 1.49582, -1.65353], [4.03731, 0.97438, -0.89117], [6.31383, 0.48798, -1.69425], [4.57051, -1.31268, -5.22592], [2.40836, -0.83456, -4.46211]]
}



{
  "formula": "H24O12",
  "method": "ωB97M-V with the def2-TZVPD basis set",
  "smiles": "O.O.O.O.O.O.O.O.O.O.O.O",
  "de_lowest_kj_mol": 285.5,
  "total_energy_ev": -24958.7358,
  "gap_ev": 11.2367,
  "e_lumo_ev": 0.00,
  "spin_multiplicity": 1,
  "mol_weight_g_mol": 216.2,
  "total_charge": 0,
  "fmax_ev_per_a": 0.3,
  "elements": ["O", "H", "H", "O", "H", "H", "O", "H", "H", "O", "H", "H", "O", "H", "H", "O", "H", "H", "O", "H", "H", "O", "H", "H", "O", "H", "H", "O", "H", "H", "O", "H", "H", "O", "H", "H"],
  "positions_angstrom": [[-17.76829, -5.23292, 7.11133], [-17.01830, -5.02057, 7.66689], [-18.00750, -6.12524, 7.36185], [-14.95079, -10.52722, 15.92484], [-14.03624, -10.45301, 16.19745], [-14.92597, -10.43120, 14.97279], [-17.16844, -10.81242, 2.94207], [-18.09171, -10.70150, 2.71518], [-17.17352, -11.43006, 3.67332], [-20.54867, -11.35519, 13.54438], [-21.31053, -11.10102, 13.02361], [-20.25149, -10.54001, 13.94860], [-15.29573, -11.73062, 10.96003], [-15.63872, -12.43606, 11.50859], [-14.56823, -12.12974, 10.48288], [-24.01087, -7.54732, 4.61205], [-24.95771, -7.40689, 4.60892], [-23.90527, -8.46565, 4.86051], [-18.82078, -6.67742, 13.93406], [-18.61439, -6.72122, 13.00040], [-18.37346, -5.88919, 14.24200], [-18.09962, -14.47091, 6.49960], [-18.08346, -15.23125, 5.91836], [-18.08204, -14.84259, 7.38152], [-18.56519, -15.83702, 11.31550], [-19.09916, -15.15842, 11.72857], [-17.98125, -16.13945, 12.01104], [-22.89188, -6.40410, 8.80532], [-23.14288, -6.24511, 7.89540], [-21.98842, -6.71616, 8.75402], [-22.29224, -12.35767, 4.36797], [-22.45219, -13.08891, 4.96459], [-21.96387, -12.76806, 3.56797], [-18.94107, -9.67417, 8.86632], [-18.95607, -10.15542, 8.03903], [-18.33313, -10.16551, 9.41880]]
}



{
  "formula": "C3H10N3O",
  "method": "ωB97M-V with the def2-TZVPD basis set",
  "de_lowest_kj_mol": 6.6,
  "total_energy_ev": -9771.4640,
  "gap_ev": [11.2797, 5.9706],
  "e_lumo_ev": [-8.17, -13.47],
  "spin_multiplicity": 2,
  "mol_weight_g_mol": 104.1,
  "total_charge": 2,
  "fmax_ev_per_a": 2.2,
  "elements": ["N", "C", "N", "H", "H", "H", "H", "H", "C", "N", "C", "O", "H", "H", "H", "H", "H"],
  "positions_angstrom": [[-1.34664, 1.81793, -0.49742], [-0.33879, 1.25001, -1.11656], [-0.30913, 0.90532, -2.39981], [-2.17925, 1.95525, -1.01041], [-1.23443, 2.27864, 0.43078], [0.63342, 1.13130, -0.58774], [0.60043, 0.59324, -2.78201], [-1.11194, 0.60934, -2.95999], [-0.23192, -2.06392, 0.60162], [0.79081, -1.68418, 1.40900], [1.15280, -0.26999, 1.54446], [-0.84156, -1.29927, -0.17876], [-0.44169, -3.11403, 0.63526], [1.03947, -2.37889, 2.10539], [1.69782, 0.11806, 0.64144], [1.83443, -0.19955, 2.39882], [0.28616, 0.35074, 1.76593]]
}